No. 1
The ion C9H13N2 with charge +1. Source: the OMol25 dataset; level of theory: ωB97M-V/def2-TZVPD.

```
24
Properties=species:S:1:pos:R:3
C 1.105 -1.505 1.756
C 0.050 -0.988 0.911
C -0.809 -0.253 1.567
N -1.439 0.791 1.817
C -1.293 1.994 1.210
C -0.780 2.301 -0.018
N 0.027 1.611 -0.795
C 0.242 0.519 -1.412
C 1.570 0.367 -2.016
C -0.791 -0.567 -1.414
C -0.331 -1.627 -0.350
H 2.083 -1.080 1.472
H 1.046 -1.141 2.768
H 1.152 -2.648 1.674
H -2.085 0.735 2.605
H -1.965 2.756 1.648
H -0.989 3.312 -0.321
H 1.932 1.364 -2.508
H 2.348 0.105 -1.359
H 1.525 -0.483 -2.782
H -1.754 -0.177 -1.162
H -0.659 -0.996 -2.488
H 0.749 -1.920 -0.561
H -0.933 -2.472 -0.241
```

Calculated values
**Net charge**: +1
**SMILES**: CC1=C=[NH+]/C=C\N=C(\C)CC1
**Frontier orbital gap**: 8.14 eV
**LUMO energy**: -0.1492 Eh
**Calculated total energy**: -459.8626 Ha

Mulliken charges in e:
1 C -1.63
2 C 1.13
3 C -0.29
4 N -0.11
5 C -0.39
6 C -0.22
7 N -0.27
8 C 0.61
9 C -1.14
10 C -0.79
11 C -0.62
12 H 0.33
13 H 0.46
14 H 0.34
15 H 0.34
16 H 0.31
17 H 0.36
18 H 0.36
19 H 0.30
20 H 0.33
21 H 0.37
22 H 0.36
23 H 0.42
24 H 0.44

No. 2
A cluster of 2 separate species, C4H11OS in total. Source: the OMol25 dataset; level of theory: ωB97M-V/def2-TZVPD.

```
17
Properties=species:S:1:pos:R:3
C -2.393 0.594 0.767
S -1.889 2.260 0.283
C -0.809 1.818 -1.102
H -1.517 -0.064 0.651
H -3.213 0.239 0.157
H -2.674 0.657 1.820
H -0.214 2.682 -1.333
H -0.191 0.969 -0.788
H -1.393 1.536 -1.974
C 1.126 -1.264 0.576
O 0.114 -0.806 -0.206
C 2.461 -1.420 -0.183
H 0.898 -2.267 1.022
H 1.337 -0.593 1.450
H 3.252 -1.882 0.434
H 2.812 -0.437 -0.510
H 2.292 -2.022 -1.064
```

Calculated values
**Net charge**: -1
**Frontier orbital gap**: 6.41 eV
**LUMO energy**: 0.1308 Eh
**Calculated total energy**: -632.4127 Ha

Mulliken charges in e:
1 C -0.41
2 S -0.18
3 C -0.41
4 H 0.02
5 H 0.23
6 H 0.28
7 H 0.31
8 H 0.01
9 H 0.22
10 C -0.45
11 O -0.90
12 C -1.03
13 H 0.27
14 H 0.20
15 H 0.36
16 H 0.24
17 H 0.25

No. 3
A structure of composition C29H29CoO2P. Source: the OMol25 dataset; level of theory: ωB97M-V/def2-TZVPD.

```
62
Properties=species:S:1:pos:R:3
Co 0.085 -0.223 -0.285
C 1.384 -1.849 -0.508
C 2.017 -0.716 -1.107
C 2.357 0.185 -0.067
C 1.969 -0.398 1.181
C 1.344 -1.632 0.910
C 0.898 -2.662 1.903
C 2.303 0.173 2.521
C 3.121 1.460 -0.235
C 2.473 -0.578 -2.530
C 1.016 -3.147 -1.165
H 1.534 -3.550 1.835
H -0.128 -2.982 1.721
H 0.962 -2.282 2.922
H 3.379 0.094 2.696
H 1.791 -0.356 3.323
H 2.039 1.229 2.585
H 2.852 2.186 0.534
H 2.934 1.907 -1.211
H 4.195 1.269 -0.153
H 3.556 -0.714 -2.589
H 2.245 0.410 -2.936
H 2.003 -1.322 -3.172
H 1.619 -3.958 -0.747
H 1.193 -3.113 -2.238
H -0.033 -3.397 -1.002
O -3.689 -1.152 -0.944
C -2.912 -0.307 -0.547
O -1.684 -0.178 -0.943
C -3.365 0.741 0.446
C -4.685 0.690 0.876
C -5.178 1.630 1.763
C -4.347 2.641 2.221
C -3.026 2.695 1.809
C -2.512 1.745 0.925
P -0.770 1.816 0.368
C -0.904 2.831 -1.149
C -1.572 4.055 -1.130
C -1.674 4.812 -2.285
C -1.113 4.355 -3.469
C -0.448 3.138 -3.497
C -0.342 2.381 -2.340
C 0.019 2.947 1.565
C -0.049 2.614 2.921
C 0.645 3.352 3.864
C 1.440 4.418 3.462
C 1.533 4.740 2.117
C 0.829 4.008 1.171
H -5.307 -0.104 0.485
H -6.207 1.572 2.096
H -4.730 3.390 2.903
H -2.389 3.486 2.182
H -2.018 4.409 -0.207
H -2.197 5.760 -2.264
H -1.199 4.946 -4.372
H -0.019 2.779 -4.423
H 0.167 1.425 -2.355
H -0.661 1.773 3.228
H 0.578 3.092 4.913
H 1.990 4.991 4.198
H 2.158 5.566 1.801
H 0.905 4.264 0.122
```

Calculated values
**Spin multiplicity**: 2
**Frontier orbital gap (alpha / beta)**: 7.38 / 8.45 eV
**LUMO energy (alpha / beta)**: -0.0058 / 0.0188 Eh
**Calculated total energy**: -2997.1022 Ha

Mulliken charges in e:
1 Co 0.18
2 C 0.47
3 C 0.50
4 C 0.98
5 C 1.45
6 C 0.26
7 C -1.80
8 C -1.42
9 C -1.53
10 C -1.89
11 C -1.77
12 H 0.31
13 H 0.33
14 H 0.42
15 H 0.33
16 H 0.36
17 H 0.05
18 H 0.35
19 H 0.31
20 H 0.34
21 H 0.35
22 H 0.27
23 H 0.47
24 H 0.33
25 H 0.38
26 H 0.33
27 O -0.74
28 C -0.42
29 O -0.78
30 C 0.07
31 C -0.54
32 C -0.57
33 C -0.82
34 C -0.36
35 C 0.40
36 P 2.77
37 C -0.15
38 C 0.03
39 C -0.83
40 C -0.50
41 C -0.78
42 C -0.09
43 C 0.84
44 C -0.69
45 C -0.70
46 C -0.60
47 C -0.60
48 C -1.01
49 H 0.53
50 H 0.40
51 H 0.44
52 H 0.41
53 H 0.37
54 H 0.42
55 H 0.39
56 H 0.44
57 H 0.17
58 H 0.48
59 H 0.41
60 H 0.40
61 H 0.44
62 H 0.43

ΔE to the lowest compared entry with this formula, charge and spin for the records above, in order: 95.05; 31.61; 11.79 kcal/mol
Largest force on an atom for the records above, in order: 0.0845; 0.0113; 0.0596 Eh/bohr